one) {"formula": "C2H4N2O4", "method": "ωB97M-V/def2-TZVPD", "elements": ["C", "C", "N", "N", "O", "O", "O", "O", "H", "H", "H", "H"], "xyz": [[-0.85851, 0.34126, 0.78298], [1.09901, -0.07079, -1.04513], [1.72131, 0.19497, 0.00377], [-0.97491, -0.59278, -0.16987], [-0.28301, -0.32281, -1.32863], [-1.00699, 1.52580, 0.22594], [-0.80745, -1.99144, 0.15369], [-0.73458, 0.20157, 2.02025], [1.59457, -0.02893, -2.00582], [1.28671, 0.44713, 0.87087], [-1.25872, 2.37290, 0.78801], [0.22256, -2.07687, -0.29604]], "smiles": "[H]/N=C\\ON(O)C(=O)O", "total_charge": 0, "lumo_ev": 0.404}

---

two) {"formula": "C2H4N2O4", "method": "ωB97M-V/def2-TZVPD", "elements": ["C", "C", "N", "N", "O", "O", "O", "O", "H", "H", "H", "H"], "xyz": [[-1.07787, -0.56581, 0.37590], [2.32490, 1.01578, -0.65234], [-1.46036, -1.74627, 0.88464], [1.76815, 1.83879, 0.00495], [-0.88293, -0.67439, -0.96131], [-0.53976, 0.55157, -1.54686], [-0.92052, 0.46833, 0.97759], [2.78688, 0.32027, -1.44933], [-1.52927, -2.55278, 0.29061], [-1.57936, -1.83607, 1.87748], [-0.50526, 1.17216, -0.78598], [1.61540, 2.00841, 0.98466]], "smiles": "NC(=O)OO.N=C=O", "total_charge": 0, "lumo_ev": 0.614}

---

So which one is most stable? That would be two), about 68.2 kcal/mol below the next structure.

---

one) {"formula": "C5H16N3", "method": "ωB97M-V/def2-TZVPD", "elements": ["C", "N", "C", "N", "H", "H", "H", "H", "H", "H", "H", "C", "C", "N", "C", "H", "H", "H", "H", "H", "H", "H", "H", "H"], "xyz": [[0.14517, 2.12271, -2.52056], [-0.34145, 1.35033, -1.37830], [-1.03954, 1.84313, -0.39948], [-1.42313, 1.22581, 0.69061], [0.16713, 1.49537, -3.40593], [1.13940, 2.52128, -2.32174], [-0.50796, 2.96873, -2.72480], [0.17671, 0.49200, -1.23439], [-1.40888, 2.85600, -0.49619], [-1.17296, 0.25866, 1.04218], [-2.08840, 1.77646, 1.21757], [0.38423, -2.23630, -0.81033], [0.96411, -1.58616, 0.43972], [-0.10602, -1.22061, 1.37531], [0.40213, -0.56301, 2.58351], [1.19863, -2.47805, -1.49108], [-0.34919, -1.59554, -1.30220], [-0.12275, -3.17320, -0.57537], [1.41324, -0.63847, 0.12660], [1.68706, -2.26838, 0.89028], [-0.66831, -2.03147, 1.59540], [-0.45276, -0.27384, 3.19694], [1.06201, -1.18972, 3.18607], [0.94153, 0.34427, 2.31618]], "total_charge": 1, "lumo_ev": -2.952}

---

two) {"formula": "C5H16N3", "method": "ωB97M-V/def2-TZVPD", "elements": ["C", "C", "N", "N", "N", "H", "H", "H", "H", "H", "H", "H", "H", "C", "C", "C", "H", "H", "H", "H", "H", "H", "H", "H"], "xyz": [[-1.82641, -1.71887, 0.17066], [-1.22021, 0.09632, -1.45770], [-1.67871, -0.39073, -0.31040], [-1.03942, -0.79665, -2.45069], [-1.16650, 1.43457, -1.59807], [-1.81037, 0.25302, 0.46218], [-1.25795, -1.80235, -2.31685], [-0.34303, -0.63606, -3.15628], [-1.52300, 2.06389, -0.86835], [-1.30825, 1.73579, -2.55287], [-1.05255, -1.98407, 0.95182], [-1.88086, -2.52000, -0.55404], [-2.66252, -1.85619, 0.83734], [1.15304, 0.89740, 1.23772], [1.55799, -0.38315, 1.93553], [2.26618, 1.36220, 0.29731], [0.96032, 1.65436, 2.04595], [0.36577, 0.49124, 0.59399], [2.53638, -0.84132, 1.82383], [1.48892, -0.40362, 3.00392], [3.25755, 1.55527, 0.79310], [1.80668, 2.32314, -0.10044], [0.86045, -1.14237, 1.61491], [2.51648, 0.60816, -0.40254]], "total_charge": 1, "lumo_ev": -3.166}

---

three) {"formula": "C5H16N3", "method": "ωB97M-V/def2-TZVPD", "elements": ["N", "C", "C", "N", "C", "C", "N", "C", "H", "H", "H", "H", "H", "H", "H", "H", "H", "H", "H", "H", "H", "H", "H", "H"], "xyz": [[1.94834, 2.25023, 1.02157], [0.59027, 2.56416, 1.51970], [-0.48869, 1.85704, 0.60996], [0.19561, 0.84840, -0.17683], [-0.20363, -0.56920, 0.01670], [-0.84444, -1.16115, -1.33514], [-0.48147, -2.44779, -1.57391], [-1.12858, -3.58717, -0.81487], [1.93466, 1.25770, 0.59497], [2.31122, 2.85265, 0.24083], [2.56655, 2.23764, 1.78594], [0.45441, 2.35555, 2.49623], [0.29422, 3.67279, 1.29308], [-1.24625, 1.44169, 1.30800], [-0.85195, 2.64564, -0.07413], [0.21014, 1.11053, -1.21851], [0.72009, -1.09153, 0.39593], [-0.76844, -0.69061, 0.95288], [-1.91738, -0.88910, -1.54983], [-0.13392, -0.62109, -2.16653], [0.52690, -2.58273, -1.63709], [-2.24540, -3.46069, -0.76634], [-0.64790, -3.44523, 0.21510], [-0.79435, -4.54774, -1.13771]], "smiles": "CNCCNCC[NH3+]", "total_charge": 1, "lumo_ev": -3.428}

---

four) {"formula": "C5H16N3", "method": "ωB97M-V/def2-TZVPD", "elements": ["C", "N", "C", "N", "H", "H", "H", "H", "H", "H", "H", "C", "C", "C", "N", "H", "H", "H", "H", "H", "H", "H", "H", "H"], "xyz": [[0.73026, 2.63116, -0.69376], [0.24582, 1.57561, 0.21882], [0.31508, 1.66091, 1.50959], [-0.00792, 0.71455, 2.35907], [0.12588, 3.52542, -0.56987], [0.62637, 2.26882, -1.71031], [1.77255, 2.86550, -0.48845], [0.02078, 0.68592, -0.21999], [0.63975, 2.60876, 1.93248], [-0.27159, -0.21130, 2.05074], [0.06146, 0.89842, 3.34646], [0.22708, -1.98854, -0.43678], [-0.88732, -1.31304, -1.21782], [-2.12776, -0.99402, -0.38304], [1.43479, -2.11179, -1.25226], [-0.10557, -2.98351, -0.14229], [0.41454, -1.46218, 0.51436], [-1.17713, -2.00348, -2.01089], [-0.51551, -0.41862, -1.74297], [-1.95092, -0.18636, 0.33444], [-2.45834, -1.87425, 0.16905], [-2.94854, -0.69006, -1.02946], [2.23636, -2.34834, -0.67470], [1.67586, -1.20566, -1.64743]], "total_charge": 1, "lumo_ev": -3.495}

---

So which one is most stable? That would be one), about 5.6 kcal/mol below the next structure.

---

one) {"formula": "N2P2S", "method": "ωB97M-V/def2-TZVPD", "elements": ["N", "N", "P", "P", "S"], "xyz": [[-0.36355, 1.23393, 0.09291], [-0.48560, -1.25255, 0.01838], [1.20605, 1.02780, -0.04902], [-1.46788, 0.01916, -0.05496], [1.11099, -1.02834, -0.00731]], "total_charge": 0, "lumo_ev": -0.781}

---

two) {"formula": "N2P2S", "method": "ωB97M-V/def2-TZVPD", "elements": ["N", "N", "P", "P", "S"], "xyz": [[-1.16643, 1.11167, 0.60203], [0.44594, -0.70613, -0.79834], [-0.00496, 1.07912, 1.48765], [-0.86388, -0.70943, -1.52744], [1.58934, -0.77522, 0.23611]], "total_charge": 0, "lumo_ev": [-0.914, -0.914]}

---

So which one is most stable? That would be one), about 59.0 kcal/mol below the next structure.

---

one) {"formula": "C16H21N3O4", "method": "ωB97M-V/def2-TZVPD", "elements": ["C", "H", "H", "C", "N", "C", "O", "C", "H", "H", "C", "N", "C", "O", "N", "C", "O", "C", "C", "C", "C", "C", "C", "H", "H", "H", "H", "H", "C", "H", "H", "C", "O", "C", "H", "H", "H", "H", "H", "H", "H", "H", "H", "H"], "xyz": [[-1.16319, -2.91441, 1.62774], [-1.21435, -1.83524, 1.75194], [-1.38867, -3.38338, 2.58143], [0.22525, -3.33372, 1.16245], [0.58152, -2.72840, -0.10362], [1.59424, -1.85289, -0.22518], [2.29912, -1.51174, 0.70368], [1.81109, -1.33278, -1.64561], [1.51695, -2.09258, -2.37050], [2.86942, -1.10229, -1.77014], [0.98057, -0.07009, -1.92701], [1.26524, 1.06269, -1.09064], [0.15876, 1.52855, -0.46957], [0.07908, 2.49294, 0.24530], [-0.91434, 0.66532, -0.81275], [-0.50011, -0.32217, -1.65401], [-1.14844, -1.23982, -2.09831], [-2.24529, 0.85200, -0.35668], [-2.73786, 2.13671, -0.16063], [-4.03611, 2.30994, 0.28424], [-4.84997, 1.21559, 0.52143], [-4.35968, -0.06141, 0.31002], [-3.06064, -0.24900, -0.12579], [-2.68704, -1.24291, -0.30208], [-4.98881, -0.92078, 0.48720], [-5.86319, 1.35734, 0.86606], [-4.41282, 3.30947, 0.44034], [-2.10826, 2.99192, -0.34040], [2.50284, 1.80854, -1.14366], [2.85804, 1.78935, -2.17771], [2.27119, 2.84144, -0.86899], [3.61240, 1.29960, -0.19003], [3.84783, 2.16175, 0.89195], [2.89282, 2.05958, 1.92720], [1.91065, 2.42549, 1.61311], [3.26295, 2.67667, 2.74340], [2.79765, 1.02089, 2.26285], [3.36086, 0.29681, 0.17724], [4.56137, 1.26016, -0.73094], [1.11045, 0.19412, -2.98834], [-0.02894, -2.90186, -0.88905], [0.27131, -4.42295, 1.05648], [0.98250, -3.01535, 1.88198], [-1.91642, -3.22309, 0.90561]], "smiles": "CCNC(=O)C[C@H]1C(=O)N(c2ccccc2)C(=O)N1CCOC", "total_charge": 0, "lumo_ev": 0.564}

---

two) {"formula": "C16H21N3O4", "method": "ωB97M-V/def2-TZVPD", "elements": ["C", "O", "C", "C", "H", "H", "C", "N", "C", "O", "C", "H", "H", "C", "C", "N", "C", "O", "C", "C", "C", "C", "C", "C", "N", "C", "O", "H", "H", "H", "H", "H", "H", "H", "H", "H", "H", "H", "H", "H", "H", "H", "H", "H"], "xyz": [[4.36041, 0.10480, 1.84964], [4.10133, 0.60066, 0.56251], [3.53497, 1.89483, 0.58046], [3.10853, 2.27002, -0.83628], [3.89530, 1.95421, -1.52363], [2.99644, 3.35229, -0.90556], [1.78191, 1.60790, -1.22291], [1.83603, 0.17038, -1.12122], [1.37555, -0.49074, -0.03587], [0.73023, 0.05730, 0.83831], [1.71611, -1.97274, -0.03059], [2.69060, -2.06514, 0.45536], [1.80651, -2.33004, -1.05740], [0.68198, -2.80252, 0.72902], [-0.60827, -2.98646, -0.07203], [-1.25232, -1.70312, -0.31577], [-1.95294, -1.14413, 0.74952], [-2.16356, -1.78590, 1.75469], [-2.40631, 0.23366, 0.54402], [-3.05734, 0.92114, 1.56633], [-3.45318, 2.22834, 1.38060], [-3.19702, 2.86478, 0.17093], [-2.55075, 2.20006, -0.85101], [-2.15156, 0.87772, -0.66896], [-1.51278, 0.17564, -1.66227], [-0.99744, -1.08599, -1.51913], [-0.38138, -1.61168, -2.42278], [-1.31228, 0.63112, -2.54211], [-2.34791, 2.69423, -1.79011], [-3.50351, 3.89038, 0.02790], [-3.95775, 2.76104, 2.17167], [-3.23370, 0.40044, 2.49464], [-0.40340, -3.43958, -1.04350], [-1.30933, -3.60396, 0.49329], [1.08978, -3.78918, 0.95268], [0.44307, -2.30184, 1.66904], [2.47060, -0.30622, -1.74156], [0.99232, 1.93984, -0.54281], [1.51591, 1.88300, -2.24879], [4.27883, 2.61475, 0.95850], [2.66515, 1.91427, 1.25252], [4.82516, -0.87140, 1.72318], [5.04554, 0.76323, 2.39845], [3.43305, 0.00130, 2.42608]], "smiles": "COCCCNC(=O)CCCn1c(=O)[nH]c2ccccc2c1=O", "total_charge": 0, "lumo_ev": 0.587}

---

So which one is most stable? That would be two), about 17.5 kcal/mol below the next structure.

---

one) {"formula": "CH6OS2", "method": "ωB97M-V/def2-TZVPD", "elements": ["S", "S", "H", "H", "C", "O", "H", "H", "H", "H"], "xyz": [[-0.87928, 0.15071, -0.48524], [-2.67177, -0.92628, -0.12683], [-0.81811, 0.82696, 0.61675], [-2.99129, 0.16397, -0.93395], [3.31515, 0.41876, -0.09209], [3.53084, 0.85139, 1.29849], [2.81716, -0.53705, 0.00690], [2.64714, 0.99507, -0.81567], [4.23733, 0.33552, -0.56948], [2.78694, 1.30101, 1.65324]], "smiles": "CO.SS", "total_charge": 0, "lumo_ev": -0.077}

---

two) {"formula": "CH6OS2", "method": "ωB97M-V/def2-TZVPD", "elements": ["C", "S", "S", "H", "H", "H", "H", "H", "H", "O"], "xyz": [[-0.60991, 1.50074, 1.76575], [0.38342, -0.02612, 1.72078], [1.41497, 0.14451, -0.01430], [-0.82356, 1.69122, 2.81586], [-1.51799, 1.37270, 1.18698], [0.01842, 2.29565, 1.39109], [0.64220, -0.68128, -0.71612], [0.32229, -2.42864, -3.40235], [0.10089, -2.15237, -1.95098], [0.06927, -1.71642, -2.79671]], "smiles": "CSS.O", "total_charge": 0, "lumo_ev": 0.610}

---

So which one is most stable? That would be two), about 32.2 kcal/mol below the next structure.

---

one) {"formula": "C6H18N2O", "method": "ωB97M-V/def2-TZVPD", "elements": ["C", "N", "C", "C", "C", "C", "N", "C", "H", "H", "H", "H", "H", "H", "H", "H", "H", "H", "H", "H", "H", "H", "H", "H", "H", "H", "O"], "xyz": [[1.23729, -0.13626, -0.43235], [0.33739, 0.88522, 0.06998], [0.11728, 0.89658, 1.52806], [1.18070, 1.65842, 2.33733], [-1.25776, 1.55888, 1.77792], [0.75771, -0.72366, -1.75622], [-0.60283, -1.28855, -1.62946], [-1.44025, -0.87365, -2.77160], [1.39331, -0.94558, 0.28510], [2.25188, 0.25389, -0.59865], [0.65883, 1.80259, -0.21213], [0.08499, -0.14670, 1.84702], [1.89342, 2.13695, 1.66592], [0.71322, 2.40387, 2.97958], [1.75055, 1.01223, 2.99303], [-2.02859, 1.20044, 1.09073], [-1.58850, 1.40941, 2.79170], [-1.13892, 2.60331, 1.46960], [1.50319, -1.47534, -2.02658], [0.85270, -0.01243, -2.54751], [-0.99672, -0.77214, -0.85307], [-0.98210, -0.27553, -3.55358], [-2.31024, -0.30204, -2.45784], [-1.89179, -1.75847, -3.22365], [-0.45736, -3.25818, -0.25988], [0.13007, -2.47654, 0.83484], [-0.16745, -3.37672, 0.65175]], "smiles": "CNCCNC(C)C.O", "total_charge": 0, "lumo_ev": 0.908}

---

two) {"formula": "C6H18N2O", "method": "ωB97M-V/def2-TZVPD", "elements": ["C", "C", "C", "N", "C", "C", "N", "C", "H", "H", "H", "H", "H", "H", "H", "H", "H", "H", "H", "H", "H", "H", "H", "H", "H", "H", "O"], "xyz": [[-0.92710, -2.27478, -0.49156], [-1.85225, -2.26710, 0.74736], [0.52968, -2.36069, -0.03258], [1.51372, -1.47153, -0.67552], [1.38084, -0.04082, -0.37032], [0.60141, 0.84399, -1.41397], [-0.11742, 1.83703, -0.60919], [0.74012, 2.98789, -0.23674], [-1.06095, -1.30660, -0.96650], [-1.20250, -2.95056, -1.29587], [-2.85243, -1.88466, 0.52216], [-1.96791, -3.19840, 1.29904], [-1.44482, -1.54532, 1.45147], [0.91560, -3.37808, -0.13856], [0.57984, -2.13172, 1.05060], [1.74078, -1.83429, -1.60701], [2.49795, 0.32855, -0.32829], [0.93470, -0.03495, 0.60091], [-0.09390, 0.25316, -1.97273], [1.34659, 1.48294, -2.06043], [-1.01368, 2.24592, -0.92032], [1.38094, 3.33833, -1.06583], [1.31680, 2.49977, 0.58551], [0.23606, 3.86969, 0.13167], [-1.55126, 1.86871, 3.05020], [-0.55083, 2.47506, 1.98706], [-1.07996, 2.64845, 2.75943]], "smiles": "CCCNCCNC.O", "total_charge": 0, "lumo_ev": 0.916}

---

So which one is most stable? That would be one), about 20.0 kcal/mol below the next structure.